The following is a DFT calculation (ωB97M-V/def2-TZVPD) of a cluster of 6 separate species, C21H42Cl2O11 in total.

The gap between HOMO and LUMO comes out at 0.386 Ha. The calculated total energy comes out at -70024.173 eV.

The geometry in XYZ format:
```
76
Properties=species:S:1:pos:R:3:forces:R:3
C 26.4812 20.9118 -1.2230 1.01 -0.19 -0.09
Cl 26.4861 21.0544 0.5212 0.07 -0.21 0.59
Cl 24.8361 21.0840 -1.8388 0.53 0.31 -0.31
H 27.2376 21.6200 -1.5614 -0.86 0.60 -0.40
H 26.9446 19.9686 -1.5123 -0.71 -0.32 0.15
C 23.3002 24.2248 1.1206 0.71 -0.57 -0.05
C 24.6408 24.0156 1.8694 -1.47 0.67 0.28
O 24.4372 24.4383 3.2743 -0.44 -2.95 1.51
C 24.0890 23.3838 4.1957 1.20 -2.20 -1.02
O 23.9086 22.1617 3.9562 0.42 4.45 0.16
O 24.1579 23.8806 5.4479 -0.10 1.35 -1.77
C 24.1463 23.0392 6.5578 0.15 -1.90 0.98
H 23.4947 23.9835 0.0755 -0.22 -0.28 -0.13
H 22.8489 25.2169 1.1120 0.54 0.22 0.42
H 22.5540 23.5499 1.5397 0.03 -0.16 -0.17
H 25.4404 24.6205 1.4417 -0.12 0.40 0.43
H 24.9944 22.9893 1.7700 -0.41 -0.04 0.46
H 23.9392 23.5749 7.4842 -0.36 0.43 -0.50
H 25.1034 22.5533 6.7476 0.46 0.27 -0.44
H 23.4854 22.1791 6.4511 -0.46 0.33 -0.15
O 26.8772 14.1805 -0.2225 -3.26 3.86 1.63
C 26.0732 14.9757 0.3918 3.41 -3.46 -1.71
O 25.5844 16.1441 -0.0523 -0.13 -0.53 0.15
C 25.8261 16.6040 -1.3797 1.30 -0.27 -1.49
C 25.0060 17.8123 -1.7628 -0.03 -0.82 0.75
C 25.5801 14.5435 1.7474 -0.61 0.03 0.41
H 25.8020 15.8418 -2.1585 -0.86 -0.70 0.45
H 26.8648 16.8864 -1.5518 0.42 0.19 0.96
H 23.9501 17.5793 -1.9002 -0.01 0.09 0.11
H 25.4216 18.1364 -2.7169 -0.11 0.40 0.12
H 25.1395 18.5303 -0.9536 -0.24 0.29 -0.37
H 25.0250 15.2991 2.3033 -0.07 0.02 -0.27
H 26.3119 14.1074 2.4273 0.64 0.45 -0.48
H 24.9544 13.6666 1.5809 -0.44 0.18 -0.21
O 20.5674 18.5647 -9.7156 1.18 0.57 1.91
C 20.8965 18.9550 -8.5884 -1.23 -0.37 -3.16
O 22.1267 19.0917 -8.1394 -0.01 0.20 0.90
C 23.2437 18.6706 -8.8753 0.72 -0.86 -0.34
C 23.3840 17.1252 -9.0129 -0.31 1.06 -0.46
C 19.9002 19.3424 -7.5704 0.32 -0.70 1.33
H 24.0864 19.0805 -8.3186 0.03 -0.31 0.25
H 23.3197 19.2039 -9.8229 -0.52 -0.35 -0.33
H 23.4979 16.6107 -8.0587 0.61 0.28 0.02
H 24.2194 17.0550 -9.7095 0.33 -0.67 0.39
H 22.5532 16.6010 -9.4852 -0.25 0.57 -0.22
H 19.3044 18.4398 -7.4344 -0.69 0.35 -0.24
H 19.3392 20.2499 -7.7934 -0.02 -0.34 -0.10
H 20.4385 19.4130 -6.6252 -0.18 0.59 0.09
O 23.1109 21.3194 -5.1836 0.08 0.62 0.10
C 22.2924 20.6867 -4.5719 1.33 -1.13 -0.83
O 21.1536 21.1564 -4.1114 -1.90 -0.14 0.99
C 20.9828 22.5585 -3.8584 1.82 1.01 -0.10
C 21.7282 22.8962 -2.5679 -0.18 0.31 0.32
C 22.5044 19.1964 -4.2849 -0.57 0.61 1.11
H 19.9456 22.8703 -3.7361 0.01 -0.86 -0.41
H 21.4279 23.0936 -4.6973 -0.18 0.12 -0.07
H 22.8168 22.8596 -2.6096 -0.05 -0.74 -0.33
H 21.3061 22.2474 -1.8005 0.37 -0.07 0.25
H 21.6048 23.9214 -2.2189 -0.65 0.18 -0.25
H 22.1715 19.0050 -3.2648 -0.18 0.06 0.15
H 23.5702 18.9686 -4.2625 -0.20 -0.04 -0.71
H 21.8670 18.5560 -4.8945 0.41 0.05 -0.35
O 17.2066 22.2925 0.4669 1.77 -0.63 -2.66
C 17.8809 22.1841 -0.5689 -0.75 0.18 1.75
O 18.6070 21.0772 -0.9262 -0.72 2.78 -1.09
C 18.6922 20.0304 -0.0563 0.52 -1.91 2.43
C 19.7151 20.2665 1.0640 0.05 0.31 -0.57
C 18.0752 23.2955 -1.5802 0.45 0.05 0.00
H 19.0169 19.1800 -0.6558 -0.37 -0.13 0.07
H 17.7602 19.8547 0.4810 -0.38 -0.20 -0.56
H 19.4073 21.1525 1.6194 0.22 0.02 0.06
H 20.6957 20.4083 0.6097 0.14 0.17 0.21
H 19.7797 19.4298 1.7597 -0.15 -0.07 -0.14
H 18.4797 22.9665 -2.5374 -0.84 -0.45 -0.02
H 18.9099 23.9310 -1.2843 -0.09 0.14 0.73
H 17.1899 23.9269 -1.6553 0.08 -0.23 -0.10
```
Forces are in eV/Å.


The following is a DFT calculation (ωB97M-V/def2-TZVPD) of a cluster of 2 separate species, C8H11NO4S in total.

The gap between HOMO and LUMO comes out at 0.350 Ha. The calculated total energy comes out at -28989.765 eV.

The geometry in XYZ format:
```
25
Properties=species:S:1:pos:R:3:forces:R:3
C -2.7972 -1.7114 -0.2348 0.00 0.02 -0.01
C -1.5688 -2.1730 0.2093 -0.05 -0.01 0.10
C -2.9729 -0.3635 -0.5010 -0.05 0.05 -0.03
C -0.5205 -1.2919 0.3882 0.06 0.19 -0.09
C -1.9199 0.5210 -0.3508 0.27 0.06 0.05
C -0.6778 0.0656 0.0925 -0.34 -0.51 0.06
C 0.7258 2.0412 -0.7099 0.32 -0.04 -0.25
C 0.4788 0.9501 0.2557 -0.45 0.38 0.94
N 1.2039 0.8845 1.3275 -0.16 -0.05 -0.11
O 3.5206 -1.4215 1.0222 -0.04 0.76 0.02
O 3.5246 0.9494 0.5195 0.42 -0.23 -0.03
O 4.5152 -0.6224 -1.0670 0.18 -0.01 -0.03
O 2.1000 -0.5609 -0.7408 0.19 -0.02 -0.40
S 3.4257 -0.3415 -0.1885 0.20 -0.12 -0.38
H -3.6162 -2.4008 -0.3768 -0.06 -0.05 0.00
H -1.4289 -3.2214 0.4195 0.03 -0.12 0.00
H -3.9328 0.0020 -0.8337 -0.07 0.03 -0.02
H 0.4542 -1.6496 0.6806 0.08 -0.08 0.03
H -2.0739 1.5708 -0.5435 -0.01 0.13 -0.10
H -0.1276 2.7205 -0.7284 -0.02 -0.01 0.07
H 0.8410 1.6152 -1.7037 -0.03 0.00 -0.07
H 1.6271 2.5842 -0.4411 -0.01 0.08 -0.04
H 2.2739 1.0973 1.1545 -0.51 0.35 0.31
H 3.7386 -2.2179 0.5428 0.22 -0.85 0.03
H 1.0214 0.1186 1.9664 -0.17 0.05 -0.04
```
Forces are in eV/Å.


The following is a DFT calculation (ωB97M-V/def2-TZVPD) of the molecule C5H11NO2.

The gap between HOMO and LUMO comes out at 0.369 Ha. The calculated total energy comes out at -10948.581 eV.

The geometry in XYZ format:
```
19
Properties=species:S:1:pos:R:3:forces:R:3
C 1.9328 -0.4435 -1.1800 -0.10 0.20 0.44
C 0.4779 -0.6071 -0.6805 1.46 -1.37 0.80
C 0.3240 -0.0004 0.7053 2.39 2.09 0.17
C -1.0542 0.4228 1.1005 -1.06 -1.67 -0.28
C -1.5448 1.7392 0.6163 -0.24 1.16 -0.84
O -2.8782 1.9026 0.8182 0.06 -0.82 0.70
O -0.9196 2.5650 -0.0016 0.23 -0.25 0.32
N 0.1616 -2.0374 -0.5227 -0.89 -0.48 -1.00
H 2.3510 0.5327 -0.9427 -0.20 0.32 -0.30
H 2.5731 -1.1333 -0.6287 -0.03 -0.26 -0.14
H 2.0196 -0.6238 -2.2507 0.05 -0.10 0.02
H -0.1954 -0.1890 -1.4255 -0.26 0.19 0.21
H 0.9088 -0.5367 1.4604 -0.91 -1.11 0.01
H 1.0529 0.8371 0.7736 -0.93 0.47 -0.54
H -1.3059 0.2236 2.1395 0.07 0.41 0.17
H -1.7141 -0.2892 0.5677 -0.08 0.14 0.27
H -3.1711 2.7628 0.5053 0.30 0.27 -0.24
H 0.5401 -2.5332 0.2682 0.30 0.61 0.41
H 0.4416 -2.5922 -1.3226 -0.18 0.19 -0.20
```
Forces are in eV/Å.


The following is a DFT calculation (ωB97M-V/def2-TZVPD) of a structure of composition C14H10N3O2S3Sc.

The gap between HOMO and LUMO comes out at 0.200 Ha. The calculated total energy comes out at -76454.583 eV.

The geometry in XYZ format:
```
33
Properties=species:S:1:pos:R:3:forces:R:3
Sc -0.0751 -0.1219 0.2170 -3.59 0.16 -1.40
O 4.5972 -0.0046 2.9510 0.48 0.10 -0.02
C 3.7008 -0.3067 3.9066 -0.32 -0.08 0.31
C 4.0827 -0.4819 5.2347 0.12 -0.01 -0.02
C 3.1558 -0.7913 6.2102 -0.05 0.06 -0.15
C 1.8156 -0.9300 5.8782 -0.09 -0.04 0.09
C 1.4161 -0.7460 4.5726 0.10 0.05 -0.09
C 2.3401 -0.4317 3.5714 0.23 0.07 0.05
C 1.8457 -0.2672 2.2068 0.67 -0.09 -0.65
O 0.5718 -0.1972 2.0146 0.55 -0.06 1.46
N 2.7100 -0.2557 1.1939 0.72 -0.01 0.49
N 2.0533 -0.2243 0.0243 0.64 -0.23 -1.06
C 2.6352 -0.3452 -1.1311 0.08 0.23 1.72
C 1.7490 -0.4892 -2.2565 -0.96 -0.14 -1.10
C 2.2217 -0.7764 -3.5419 0.07 0.22 0.78
C 1.3191 -1.0524 -4.5459 -0.61 -0.01 0.10
C -0.0424 -1.0041 -4.2507 0.50 0.05 -0.19
C -0.4457 -0.6590 -2.9713 -0.24 0.10 0.15
N 0.4143 -0.4160 -1.9794 0.97 -0.21 -0.73
H 5.4865 0.0476 3.3276 -0.23 -0.02 0.08
H 5.1260 -0.3744 5.4983 0.12 0.02 0.01
H 3.4763 -0.9161 7.2340 0.05 -0.03 0.06
H 1.0928 -1.1800 6.6372 -0.10 -0.02 0.08
H 0.3785 -0.8511 4.2884 -0.01 0.04 0.01
H 3.7134 -0.4075 -1.2497 -0.02 -0.04 0.15
H 3.2870 -0.7917 -3.7163 0.07 -0.06 -0.02
H 1.6674 -1.3143 -5.5350 -0.04 0.02 -0.05
H -0.7782 -1.2220 -5.0064 -0.12 0.01 -0.04
H -1.5032 -0.5799 -2.7283 0.16 -0.04 0.08
S -4.4705 0.0233 -0.7654 0.04 0.02 0.02
C -2.9199 -0.0214 -0.2288 -0.26 0.05 -0.19
S -2.1198 -1.5337 0.1070 0.52 -0.40 0.08
S -1.9933 1.4418 0.0132 0.54 0.29 -0.01
```
Forces are in eV/Å.


The following is a DFT calculation (ωB97M-V/def2-TZVPD) of a structure of composition C25H25FN.

As for the charge: +1. The gap between HOMO and LUMO comes out at 0.177 Ha. The calculated total energy comes out at -30527.651 eV.

The geometry in XYZ format:
```
52
Properties=species:S:1:pos:R:3:forces:R:3
C 2.3997 4.0831 2.7568 -0.13 -0.18 -0.04
C 2.7286 2.7314 2.9185 0.08 0.12 -0.14
C 2.4691 1.8212 1.8952 -0.20 0.02 -0.06
C 1.9063 2.2513 0.6798 -0.88 -0.25 0.24
C 1.4589 1.2114 -0.3167 5.32 3.01 -3.82
C 1.3021 1.6737 -1.7073 0.07 -0.66 1.99
N 1.9801 1.1874 -2.7197 -0.32 -0.07 0.05
C 1.6859 1.5213 -4.1240 0.01 0.24 -0.47
C 2.6137 0.6258 -4.9583 -0.31 -0.13 -0.15
C 3.6250 -0.0039 -3.9906 0.29 0.02 0.16
C 3.1575 0.3212 -2.5630 0.27 -0.35 -0.04
C 1.6565 3.6195 0.4930 -0.13 0.16 0.57
C 1.8367 4.5194 1.5529 0.20 -0.30 -0.31
H 2.5767 4.7917 3.5681 -0.08 -0.24 -0.26
H 3.1849 2.3785 3.8479 -0.20 0.17 -0.33
H 2.6838 0.7565 2.0341 -0.07 0.38 0.00
H 2.1829 0.3860 -0.2751 -0.51 -0.05 0.06
H 0.5085 2.3946 -1.9315 0.41 -0.02 -0.13
H 0.6271 1.3453 -4.3600 0.30 0.02 0.23
H 1.8973 2.5837 -4.3212 -0.05 -0.26 0.29
H 2.0226 -0.1545 -5.4453 0.12 0.13 0.01
H 3.1101 1.2052 -5.7395 -0.11 -0.13 0.09
H 3.6790 -1.0876 -4.1226 0.08 0.22 -0.06
H 4.6274 0.4041 -4.1454 -0.16 -0.12 -0.03
H 3.9465 0.8319 -1.9868 -0.45 -0.03 -0.08
H 2.9051 -0.6051 -2.0246 -0.06 0.34 -0.09
H 1.2632 3.9646 -0.4646 0.10 0.07 0.31
H 1.5384 5.5611 1.4269 0.25 -0.25 0.02
F -5.3928 0.9846 0.9814 1.29 0.47 -0.15
C -4.1069 1.4636 0.8838 -0.71 -0.37 0.02
C -3.8504 2.7592 1.3364 0.59 -0.35 -0.23
C -2.5482 3.2569 1.1700 -0.35 0.09 -0.09
C -1.5561 2.4667 0.6218 0.42 -0.62 0.22
C -1.7631 1.0808 0.3155 -1.81 1.88 -0.61
C -0.6672 0.2568 0.0280 -1.84 -1.32 2.76
C -0.7894 -1.1267 -0.2257 0.09 -2.26 -1.12
C 0.0610 -1.7726 -1.1802 -0.36 0.51 0.49
C -0.1429 -3.0945 -1.5586 -0.30 -0.23 0.24
C -1.1825 -3.8474 -0.9892 0.24 0.39 -0.02
C -1.9700 -3.2790 0.0224 0.35 -0.10 -0.10
C -1.7538 -1.9716 0.4305 0.02 0.70 -0.38
C -3.1391 0.6407 0.3332 0.60 0.19 0.09
H -4.6405 3.3584 1.7760 0.06 -0.13 -0.06
H -2.3144 4.2778 1.4786 -0.13 -0.31 -0.18
H -0.5695 2.8906 0.4324 -0.33 -0.13 0.38
H 0.3767 0.7081 0.1727 -1.85 -0.84 0.73
H 0.8392 -1.1765 -1.6581 -0.25 -0.21 0.01
H 0.5070 -3.5445 -2.3107 -0.22 0.14 0.20
H -1.3663 -4.8703 -1.3200 0.08 0.32 0.11
H -2.7641 -3.8677 0.4927 0.39 0.24 -0.10
H -2.3416 -1.5579 1.2538 0.27 -0.23 -0.28
H -3.4092 -0.3454 -0.0349 -0.09 0.33 0.10
```
Forces are in eV/Å.


- The highest calculated total energy belongs to which entry?
  C5H11NO2


- Among the records above, which one has the lowest calculated total energy?
  C14H10N3O2S3Sc


- Among the records above, which one has the lowest calculated total energy?
  C14H10N3O2S3Sc